# 1
C5H9NO as an isolated structure at a distorted geometry, computed with ωB97M-V/def2-TZVPD.

Properties
orbital gap: 9.889 eV
energy above the lowest of the compared OMol25 structures with the same formula, charge and spin: 94.09 kcal per mole
highest occupied orbital energy: -9.054 eV
E_tot: -8865.1325 eV

XYZ file:
```
16
C5H9NO, DFT ωB97M-V/def2-TZVPD
C 1.09 -1.07 0.19
C 0.57 0.38 0.07
O 1.55 1.32 0.43
C -0.32 0.75 -1.16
N -1.56 0.95 -0.26
C -1.60 -0.49 0.41
C -0.69 0.56 0.85
H 0.31 -1.84 0.31
H 1.70 -1.13 1.08
H 1.64 -1.36 -0.71
H 2.16 1.47 -0.30
H -0.45 -0.04 -1.89
H 0.00 1.66 -1.69
H -1.36 -1.20 -0.36
H -2.14 -0.99 1.23
H -0.88 1.04 1.80
```

Atomic partial charges in e from the Löwdin method, atoms 1 to 8: -0.015, -0.512, 0.009, -0.078, 0.042, -0.084, -0.284, 0.070

# 2
A 2-piece molecular cluster, C5H9NO overall at a distorted geometry, computed with ωB97M-V/def2-TZVPD.

Properties
orbital gap: 10.372 eV
energy above the lowest of the compared OMol25 structures with the same formula, charge and spin: 47.15 kcal per mole
highest occupied orbital energy: -9.902 eV
E_tot: -8867.1681 eV
SMILES string: C=C(C)C#N.CO

XYZ file:
```
16
C5H9NO, DFT ωB97M-V/def2-TZVPD
C -0.58 1.14 0.95
C 0.72 0.95 1.17
C 1.48 -0.29 0.77
C 1.48 1.98 1.85
N 2.11 2.78 2.39
H -1.07 2.06 1.26
H -1.17 0.38 0.46
H 1.96 -0.75 1.64
H 0.79 -1.01 0.31
H 2.27 -0.05 0.05
C -1.24 -0.98 -2.08
O -1.28 -1.46 -0.75
H -0.77 -1.70 -2.77
H -0.63 -0.07 -2.06
H -2.23 -0.72 -2.47
H -1.83 -2.25 -0.73
```

Atomic partial charges in e from the Löwdin method, atoms 1 to 8: 0.083, -0.356, -0.055, -0.206, 0.146, 0.078, 0.050, 0.087

# 3
One molecule with the formula C5H9NO at a distorted geometry, computed with ωB97M-V/def2-TZVPD.

Properties
orbital gap: 11.499 eV
energy above the lowest of the compared OMol25 structures with the same formula, charge and spin: 22.10 kcal per mole
highest occupied orbital energy: -10.796 eV
E_tot: -8868.2542 eV
SMILES string: C[C@@H](O)[C@@H](C)C#N

XYZ file:
```
16
C5H9NO, DFT ωB97M-V/def2-TZVPD
C -0.45 1.48 -0.68
C 0.36 0.21 -0.94
O 1.75 0.43 -0.90
C 0.00 -0.96 0.01
C 0.32 -0.68 1.49
C -1.41 -1.33 -0.14
N -2.54 -1.59 -0.27
H -1.52 1.26 -0.65
H -0.27 2.21 -1.47
H -0.16 1.95 0.27
H 0.16 -0.11 -1.97
H 1.97 0.79 -0.03
H 0.60 -1.82 -0.32
H 0.03 -1.52 2.12
H -0.21 0.21 1.85
H 1.39 -0.52 1.62
```

Atomic partial charges in e from the Löwdin method, atoms 1 to 8: -0.038, -0.419, -0.026, -0.310, -0.050, -0.204, 0.158, 0.083